1.
Formula: C36H36O12
Source: OMol25
Level of theory: the ωB97M-V functional and the def2-TZVPD basis

Geometry as XYZ:
```
84
Properties=species:S:1:pos:R:3:forces:R:3
O -5.78433 -4.67251 3.03328 -1.95 -0.17 0.52
C -4.71765 -4.05803 3.63041 -1.38 0.77 -1.85
C -3.67560 -4.79325 4.12768 -0.82 -0.70 -0.67
C -2.60247 -4.15012 4.61197 1.42 2.13 -0.30
C -2.53303 -2.71448 4.45753 -0.43 -3.61 0.49
O -1.36008 -2.19470 4.81856 1.78 0.86 0.51
C -3.57083 -2.04182 3.90235 -0.72 1.90 0.26
C -4.75825 -2.65569 3.56179 0.67 -2.15 0.32
H -5.73675 -5.27147 2.28455 1.05 0.10 0.22
H -3.69152 -5.86158 3.97013 -0.05 -0.14 0.37
H -1.74622 -4.75133 4.87991 0.28 0.39 0.40
H -1.36826 -1.26641 5.06311 -0.29 0.16 -0.20
H -3.48283 -0.97393 3.76722 0.09 0.28 0.04
H -5.66467 -2.19409 3.19884 0.26 0.26 -0.15
O 0.15605 -5.81683 -1.30236 -0.14 0.44 0.43
C 0.41312 -5.16046 -0.10292 1.14 -0.50 0.11
C -0.55348 -4.34318 0.43737 -1.06 -0.57 -1.61
C -0.40105 -3.70876 1.63236 -0.68 0.63 -0.70
C 0.76020 -3.87036 2.28213 1.29 -0.99 2.55
O 0.85293 -3.38393 3.55345 1.36 0.10 0.27
C 1.78538 -4.72200 1.83808 -0.78 0.78 -0.30
C 1.61842 -5.33705 0.61343 -0.23 0.38 -0.25
H 0.97824 -5.99784 -1.76371 0.12 -0.03 0.11
H -1.47428 -4.22796 -0.11515 -0.11 0.02 -0.14
H -1.13673 -3.03310 2.04302 -0.30 -0.08 -0.11
H 0.02964 -3.01280 3.87911 -0.34 0.25 -0.04
H 2.67061 -4.87433 2.43770 0.01 0.08 0.01
H 2.48072 -5.86876 0.23907 -0.23 -0.46 -0.34
O 0.93295 3.62635 -3.20250 0.26 -0.05 0.14
C 2.02397 3.72772 -4.01450 -0.47 -0.28 -2.42
C 1.77255 3.73929 -5.39870 0.92 -0.26 -1.12
C 2.83079 3.80825 -6.34791 -1.80 -0.61 1.46
C 4.08446 3.73149 -5.85559 2.10 0.37 0.95
O 5.03422 3.49578 -6.77756 0.99 -0.07 -1.81
C 4.38845 3.84110 -4.50684 -0.83 -0.57 0.62
C 3.34266 3.75275 -3.59814 -0.16 1.35 0.53
H 1.23331 3.08762 -2.46686 -0.03 -0.04 0.67
H 0.80978 3.50366 -5.82760 -0.43 0.45 0.46
H 2.77873 3.71147 -7.42231 -0.69 0.07 -0.02
H 5.95690 3.48248 -6.51282 -0.19 0.09 0.69
H 5.38863 3.87399 -4.10071 0.21 -0.01 -0.34
H 3.50412 3.91397 -2.54252 0.28 -0.34 0.18
O 4.65074 1.58559 -0.13651 -0.49 -0.31 0.42
C 5.23113 1.35231 -1.36359 -0.97 -0.22 -0.48
C 4.42662 0.78470 -2.37941 2.00 -0.04 1.31
C 5.04994 0.64605 -3.61171 -2.56 -0.43 1.23
C 6.25895 1.17991 -3.88172 0.35 0.13 0.43
O 6.63641 1.11153 -5.15509 1.42 0.40 -1.46
C 6.98979 1.78274 -2.86986 1.41 0.24 -1.76
C 6.50201 1.82758 -1.62789 -1.36 0.30 1.72
H 5.26536 1.55523 0.60032 0.20 0.04 -0.12
H 3.46695 0.34261 -2.15586 -0.12 0.22 -0.06
H 4.44496 0.18988 -4.38132 0.13 -0.10 -0.37
H 5.88540 0.74723 -5.62927 0.10 0.01 -0.43
H 7.91937 2.32571 -2.95630 0.23 -0.31 -0.91
H 7.05620 2.39586 -0.89555 -0.06 -0.16 0.36
O -7.65191 1.43928 0.10584 -1.02 0.50 0.41
C -6.78055 1.69478 1.12969 0.25 0.11 -0.33
C -5.46617 1.19942 1.00554 -1.01 1.42 1.21
C -4.58919 1.49715 2.03614 -0.77 0.11 -0.38
C -5.00350 2.21484 3.18149 0.40 -0.90 -1.57
O -3.96002 2.36115 4.04110 0.07 0.47 1.03
C -6.30328 2.73274 3.26609 1.31 -0.03 -0.12
C -7.18442 2.51047 2.22621 0.32 -1.42 -1.08
H -7.25751 0.99296 -0.64705 0.36 -0.02 0.23
H -5.14480 0.74033 0.08230 0.01 -0.23 -0.02
H -3.56064 1.21551 1.86538 0.05 0.34 0.85
H -4.26037 2.43560 4.94986 -0.11 0.18 0.10
H -6.59788 3.41994 4.04543 0.08 -0.17 0.31
H -8.17635 2.92513 2.32882 -0.11 -0.11 -0.46
O 2.17583 2.39859 -0.80425 -2.03 0.71 -0.76
C 1.08047 1.69658 -0.30852 1.39 -0.76 2.02
C -0.24041 2.17216 -0.43296 1.51 0.36 0.31
C -1.30403 1.52038 0.16858 0.84 -0.25 -0.69
C -1.05115 0.33256 0.85024 0.52 1.94 -1.48
O -2.01525 -0.38764 1.36043 -1.83 -2.53 1.72
C 0.23685 -0.10300 1.01600 2.62 -0.34 0.48
C 1.37431 0.58338 0.54875 -2.70 1.35 -1.87
H 3.01990 2.05586 -0.50147 0.21 -0.33 0.44
H -0.37336 3.17129 -0.82085 -0.13 -0.06 -0.51
H -2.28797 1.91912 -0.02958 -0.24 -0.10 0.37
H -2.92095 -0.19315 1.10846 0.31 0.24 -0.38
H 0.48817 -1.00821 1.54876 -0.60 -0.21 0.26
H 2.40155 0.29667 0.71898 -0.10 -0.27 0.11
```
Forces are in eV/Å.

The energy relative to the best compared isomer or geometry (same formula, charge and spin) comes out at 13.5 kcal per mole. For the maximum force, the calculation gives 0.0713 hartree/bohr. The value obtained for the lowest unoccupied orbital energy is 0.37 eV. As for the frontier orbital gap: 8.07 eV.


2.
Formula: C36H37AuN4O2S
Source: OMol25
Level of theory: the ωB97M-V functional and the def2-TZVPD basis

Geometry as XYZ:
```
81
Properties=species:S:1:pos:R:3:forces:R:3
Au -0.44298 -0.10721 0.02480 -0.17 0.24 0.38
C 3.96248 -6.01888 -2.96527 -0.02 0.07 0.02
C 3.54064 -4.64020 -2.54251 0.00 -0.11 -0.07
C 2.54278 -3.94958 -3.22355 -0.05 0.02 -0.04
C 2.14882 -2.68023 -2.83132 0.07 -0.08 0.14
C 2.78508 -2.09107 -1.74156 -0.07 -0.15 -0.05
C 3.79455 -2.75759 -1.04681 -0.03 0.04 -0.07
C 4.15503 -4.02465 -1.44850 0.07 -0.04 0.06
S 2.33173 -0.46826 -1.32818 -0.07 0.04 -0.01
O 1.16795 -0.10951 -2.10104 0.27 0.03 -0.17
O 3.45751 0.40218 -1.23504 0.00 -0.01 -0.01
N 1.61228 -0.55922 0.22663 -0.23 0.56 -0.02
C 2.21299 -0.39531 1.39409 0.05 -0.19 0.05
C 3.62322 -0.31391 1.61281 -0.24 0.03 -0.11
C 4.13241 -0.24467 2.89116 -0.10 0.00 0.21
C 3.29374 -0.24503 3.99793 0.04 0.00 -0.03
C 1.87527 -0.26906 3.84550 0.21 0.03 0.09
C 0.99145 -0.22695 4.93807 0.01 -0.01 0.10
C -0.36000 -0.22122 4.70894 -0.05 0.03 0.00
C -0.81752 -0.24307 3.38781 0.07 -0.02 -0.09
N 0.00086 -0.29862 2.34858 -0.09 -0.20 0.08
C 1.32777 -0.32259 2.56243 0.09 0.04 -0.30
H 3.39433 -6.36539 -3.82537 0.00 0.00 0.00
H 3.82027 -6.72899 -2.14945 0.00 0.01 0.00
H 5.02193 -6.03386 -3.22537 -0.01 0.02 0.00
H 2.06603 -4.40948 -4.07996 0.01 0.00 0.01
H 1.37266 -2.14934 -3.36463 0.03 0.00 0.01
H 4.30303 -2.30312 -0.20929 0.01 0.08 0.02
H 4.93840 -4.54839 -0.91380 -0.02 0.01 -0.01
H 4.28622 -0.26320 0.76373 -0.01 -0.05 -0.05
H 5.20340 -0.18862 3.03124 -0.01 0.01 0.01
H 3.71183 -0.21128 4.99657 -0.02 0.00 -0.02
H 1.38542 -0.19585 5.94712 -0.01 0.00 -0.03
H -1.07066 -0.18825 5.52334 0.01 -0.01 -0.03
H -1.87686 -0.21207 3.16913 0.00 -0.02 -0.01
C -2.17449 -1.41347 -2.63376 -0.08 0.00 0.09
C -3.06957 -1.82544 -1.48881 0.12 0.03 -0.17
C -3.78682 -3.00950 -1.53956 -0.01 -0.05 -0.01
C -4.64208 -3.37095 -0.50713 0.00 -0.01 -0.03
C -4.79766 -2.54284 0.58855 0.00 0.00 0.05
C -4.10199 -1.34068 0.68377 -0.03 0.09 0.16
C -4.32450 -0.45567 1.88822 0.00 -0.06 -0.08
C -3.24567 -1.01084 -0.36510 0.09 0.27 -0.01
N -2.46355 0.20737 -0.30463 0.01 -0.26 0.04
C -2.95256 1.36959 -0.52029 -0.01 0.13 -0.05
C -4.38074 1.61212 -0.86520 0.03 0.03 0.01
C -2.00911 2.55368 -0.42941 -0.27 0.09 -0.13
C -2.57145 3.94005 -0.36272 -0.02 -0.09 0.03
N -0.77913 2.26561 -0.45493 0.64 -0.24 0.16
C 0.29653 3.20277 -0.29683 -0.35 -0.19 0.19
C 0.60641 3.66771 0.98543 0.02 -0.05 0.17
C -0.26514 3.37273 2.18135 0.05 0.00 -0.05
C 1.75028 4.44592 1.13460 -0.11 0.00 0.06
C 2.53783 4.76793 0.04340 0.03 -0.02 -0.08
C 2.18065 4.32366 -1.21989 0.06 0.05 -0.07
C 1.05683 3.53100 -1.41392 0.02 0.00 -0.42
C 0.64742 3.08666 -2.79713 0.05 0.02 0.11
H -2.12388 -2.20613 -3.37729 -0.02 0.00 0.01
H -1.15053 -1.19457 -2.31716 -0.01 -0.02 0.00
H -2.55110 -0.51610 -3.13190 0.01 -0.02 0.02
H -3.67844 -3.65358 -2.40323 -0.01 0.01 0.02
H -5.19479 -4.29925 -0.56453 0.01 0.01 0.00
H -5.47429 -2.82231 1.38781 0.02 0.01 -0.03
H -5.37031 -0.14891 1.94975 0.02 -0.01 -0.02
H -3.71930 0.45059 1.87368 0.01 -0.02 0.01
H -4.10481 -1.00305 2.80712 -0.02 0.01 -0.02
H -4.94694 0.68924 -0.93842 0.01 -0.02 0.00
H -4.43562 2.14486 -1.81734 0.00 0.01 0.01
H -4.84011 2.25861 -0.11351 0.01 0.00 -0.01
H -3.21778 4.13405 -1.22050 0.02 -0.01 0.00
H -1.76698 4.67077 -0.35311 0.00 0.01 0.00
H -3.18158 4.06802 0.53513 0.02 -0.03 -0.02
H -0.68071 2.36443 2.15080 -0.01 -0.04 0.00
H -1.10397 4.07037 2.24475 0.00 0.00 -0.02
H 0.30455 3.47858 3.10455 -0.01 0.00 -0.03
H 2.00900 4.81949 2.11893 -0.01 -0.03 -0.03
H 3.42201 5.37800 0.17504 -0.02 -0.01 -0.02
H 2.77952 4.59890 -2.08023 -0.02 -0.01 0.04
H 1.17213 3.67052 -3.55019 0.01 0.00 0.00
H -0.42380 3.21915 -2.95854 0.00 0.04 -0.01
H 0.87419 2.03342 -2.96589 0.00 0.02 0.04
```
Forces are in eV/Å.

For the maximum force, the calculation gives 0.0137 hartree/bohr. The value obtained for the lowest unoccupied orbital energy (spin up / spin down) is -6.21 / -8.43 eV. As for the frontier orbital gap (spin up / spin down): 7.31 / 5.14 eV. As for the spin multiplicity: 3. Its net charge is +2.


3.
Formula: C36H37BF2N2O5P2RuS
Source: OMol25
Level of theory: the ωB97M-V functional and the def2-TZVPD basis

Geometry as XYZ:
```
87
Properties=species:S:1:pos:R:3:forces:R:3
Ru 1.29937 0.16153 0.31473 0.44 -1.42 -0.20
C -4.82308 2.11968 1.68236 -0.07 -0.01 -0.01
C -3.35597 2.06644 1.92089 0.08 0.77 0.24
C -2.68482 0.71515 1.97851 0.07 0.00 0.11
C -1.25583 0.84053 2.44106 -0.13 0.13 0.81
C -0.63231 2.03756 2.59024 0.54 -0.48 0.34
C -1.27466 3.25274 2.34314 0.19 0.25 0.12
C -2.64246 3.22445 2.04999 -0.52 -0.34 -0.08
S 1.14771 2.12190 2.63219 0.45 0.12 -1.51
O 1.58098 3.36022 3.19636 -0.30 0.00 0.12
O 1.71853 0.92745 3.34291 -0.58 0.71 0.12
N 1.47726 1.94148 1.09319 0.55 0.90 2.45
C 1.30896 3.00065 0.14147 0.17 0.89 -0.57
C 1.52965 2.35019 -1.26676 -0.87 0.19 0.38
O 1.80449 3.40123 -2.23510 0.15 0.35 -0.03
O 2.38260 1.35524 -1.20767 0.45 -0.95 0.40
H -5.35093 1.65211 2.51480 -0.14 0.09 -0.04
H -5.08723 1.56150 0.78464 -0.14 0.06 -0.03
H -5.16984 3.14509 1.58414 0.01 0.07 -0.02
H -2.73327 -1.15190 3.02240 0.00 -0.03 0.10
H -0.74979 -0.07613 2.69736 0.16 -0.15 -0.07
H -0.72370 4.17187 2.43211 0.01 0.20 0.01
H -3.15844 4.16532 1.91697 -0.09 0.07 0.05
H 2.06979 3.77742 0.29469 -0.16 -0.06 -0.22
H 0.31306 3.46419 0.21256 0.15 0.02 -0.13
N -0.83474 -0.91286 -1.31931 -0.52 -0.18 0.39
P 0.66452 -1.65614 -0.93358 -0.13 0.40 -0.99
C 0.20014 -3.38905 -0.63506 0.20 0.24 0.16
C 1.01332 -4.42568 -1.08401 -0.06 0.15 -0.01
C 0.66019 -5.73713 -0.82166 0.01 -0.10 -0.01
C -0.49575 -6.01446 -0.11029 -0.01 -0.04 0.02
C -1.29504 -4.98274 0.35615 -0.10 -0.07 0.03
C -0.94468 -3.66960 0.10452 0.07 0.09 -0.07
C 1.52939 -1.70047 -2.52310 0.06 -0.15 0.25
C 0.88704 -2.00594 -3.71585 0.15 -0.01 0.08
C 1.59245 -1.94164 -4.90338 -0.16 -0.07 -0.08
C 2.93187 -1.58466 -4.89576 0.10 0.04 0.01
C 3.57101 -1.27869 -3.70521 0.16 -0.05 -0.10
C 2.86883 -1.32965 -2.51606 -0.19 -0.10 0.13
P -1.01113 0.43388 -0.25725 0.32 -0.85 -1.60
C -2.61057 0.19901 0.54487 -0.23 -0.21 -0.09
C -3.59965 -0.42020 -0.18819 0.84 0.34 -0.10
C -4.83142 -0.93106 0.19838 -0.33 -0.22 0.03
C -5.35424 -1.05803 1.50163 -0.19 -0.04 0.28
C -4.76961 -0.74219 2.68052 -0.04 -0.19 -0.10
C -3.38377 -0.27199 2.95364 0.17 0.28 -0.12
C -1.05011 1.87289 -1.35738 -0.51 0.62 0.53
C 0.22247 1.96888 -2.09558 0.37 -0.03 -0.29
C 0.55096 3.22066 -2.90648 -0.20 -0.26 -0.17
C -0.43604 4.32919 -2.70374 0.01 -0.14 0.13
C -1.55327 4.16640 -1.98353 0.24 0.57 -0.39
C -1.87106 2.94559 -1.28290 0.20 -1.31 0.07
H -1.60240 -1.38680 -1.78583 0.17 0.11 -0.05
H 1.90889 -4.19724 -1.64646 0.03 -0.04 -0.04
H 1.27891 -6.54726 -1.17905 0.06 -0.04 -0.02
H -0.77447 -7.03887 0.08482 -0.02 -0.10 0.02
H -2.19450 -5.20787 0.91027 -0.06 0.00 0.07
H -1.55520 -2.85225 0.47034 -0.07 -0.03 0.03
H -0.15552 -2.29025 -3.70156 -0.12 -0.04 -0.11
H 1.10127 -2.17376 -5.83598 -0.05 -0.02 -0.11
H 3.47787 -1.54056 -5.82640 0.05 0.02 -0.08
H 4.61228 -0.99416 -3.70580 0.09 0.05 -0.01
H 3.32396 -1.06929 -1.56724 0.10 0.09 -0.14
H -3.37465 -0.52489 -1.24717 -0.10 -0.07 0.01
H -5.46110 -1.30671 -0.59801 0.01 0.00 -0.05
H -6.35950 -1.45836 1.55606 -0.04 -0.01 0.03
H -5.34889 -0.91021 3.57832 -0.14 -0.09 0.04
H -3.37736 0.20224 3.94024 0.12 -0.09 -0.06
H 0.46511 1.03625 -2.61743 -0.03 0.23 0.04
H 0.72728 3.06471 -3.98036 -0.07 0.03 0.15
H -0.21338 5.26115 -3.19819 -0.09 0.24 -0.04
H -2.25695 4.98130 -1.88963 -0.03 0.14 -0.02
H -2.77457 2.90944 -0.69343 -0.08 0.00 0.15
C 4.82858 0.81252 0.76559 -0.32 -0.04 0.28
C 4.46736 -0.25477 1.80209 0.41 0.05 -0.21
C 5.14375 -1.59613 1.51277 -0.32 0.35 0.32
O 3.05498 -0.47642 1.78057 -0.43 0.19 -0.49
H 5.68157 1.40568 1.08817 0.14 -0.06 -0.01
H 3.97696 1.48048 0.61398 0.22 -0.03 0.03
H 5.05291 0.35225 -0.19484 0.02 0.02 -0.12
H 4.73550 0.09098 2.80843 -0.06 -0.06 -0.12
H 4.81926 -1.95965 0.53885 0.01 -0.01 -0.11
H 4.84639 -2.32012 2.26714 0.04 -0.12 0.07
H 6.22525 -1.49631 1.51910 0.15 0.03 -0.04
F 1.07297 -1.19050 2.54457 -0.38 -0.01 0.08
B 2.23390 -0.48495 2.93647 -0.22 -0.76 -0.18
F 2.77233 -0.98993 4.07104 0.33 0.01 0.33
```
Forces are in eV/Å.

The energy relative to the best compared isomer or geometry (same formula, charge and spin) comes out at 124.6 kcal per mole. For the maximum force, the calculation gives 0.0519 hartree/bohr. The value obtained for the lowest unoccupied orbital energy (spin up / spin down) is -0.09 / -2.06 eV. As for the frontier orbital gap (spin up / spin down): 6.92 / 5.76 eV. As for the spin multiplicity: 5.